(1)
Computed, not measured: a cluster of 32 separate species, C3H70O34S in total in a non-equilibrium geometry, with wB97M-V/def2-TZVPD.

```
108
Properties=species:S:1:pos:R:3:lowdin_charge:R:1
C 3.437 0.187 1.485 -0.097
C 2.565 -1.097 1.733 -0.185
C 1.105 -0.774 2.211 -0.235
O 0.121 -1.101 1.199 -0.345
S -1.450 -0.826 1.679 0.982
O -1.773 0.549 1.169 -0.447
O -1.593 -0.757 3.330 -0.262
H 3.434 0.548 0.438 0.074
H 3.049 0.985 2.180 0.046
H 4.487 -0.084 1.774 0.051
H 2.564 -1.802 0.876 0.115
H 3.047 -1.642 2.574 0.075
H 1.014 0.275 2.575 0.115
H 0.929 -1.436 3.092 0.115
H -1.047 -0.054 3.718 0.057
O -0.785 -1.971 -1.856 -0.048
H -0.633 -1.489 -1.035 0.004
H -1.645 -1.655 -2.154 -0.005
O -2.328 -1.215 -4.280 -0.050
H -2.903 -1.613 -4.943 0.018
H -1.459 -1.588 -4.469 0.049
O 5.756 -1.046 0.731 -0.076
H 5.510 -1.183 -0.195 0.026
H 6.651 -1.404 0.791 0.031
O 8.328 -0.426 1.925 -0.059
H 8.505 0.079 2.724 0.041
H 7.475 -0.090 1.622 0.012
O -1.038 2.616 -1.304 -0.047
H -1.373 1.953 -0.690 0.002
H -1.773 2.774 -1.903 0.040
O -1.118 -0.286 -7.165 -0.057
H -0.968 0.190 -6.342 0.037
H -1.975 0.032 -7.469 -0.013
O 5.355 -1.006 -2.278 -0.065
H 4.588 -0.619 -2.714 0.038
H 6.054 -0.940 -2.934 0.050
O 3.300 2.519 3.807 -0.062
H 3.479 3.027 4.606 0.015
H 2.452 2.856 3.512 0.015
O -2.993 -3.123 0.857 -0.119
H -3.420 -3.634 0.154 0.009
H -2.804 -3.773 1.542 0.036
O 1.432 3.524 5.818 -0.053
H 1.011 2.807 6.319 0.020
H 0.701 4.102 5.587 0.038
O -0.427 1.569 6.647 -0.051
H -0.794 0.953 7.285 0.047
H -1.162 1.741 6.048 0.029
O 0.157 4.790 1.068 -0.058
H -0.274 4.283 0.370 0.008
H 0.350 4.134 1.743 0.016
O -3.996 0.521 -8.177 -0.051
H -4.937 0.304 -8.159 0.000
H -3.957 1.363 -8.645 0.042
O -4.105 2.569 1.501 -0.067
H -4.675 2.176 0.825 -0.004
H -3.233 2.199 1.310 0.003
O 5.968 1.308 -3.663 -0.050
H 6.148 1.812 -2.863 0.051
H 5.118 1.644 -3.965 0.047
O 3.891 5.243 6.232 -0.079
H 3.762 6.125 6.582 0.014
H 3.008 4.980 5.941 -0.024
O -1.742 1.605 -10.196 -0.053
H -2.167 1.104 -10.898 0.035
H -1.557 0.946 -9.516 0.014
O 3.499 -2.568 4.598 -0.064
H 4.261 -2.030 4.842 0.033
H 3.463 -3.244 5.281 0.039
O 6.064 -2.881 3.763 -0.067
H 5.482 -3.286 3.114 0.036
H 6.930 -3.266 3.577 0.012
O 3.130 -2.252 -2.894 -0.083
H 4.069 -2.435 -2.755 0.001
H 2.698 -3.084 -2.689 0.012
O -4.159 -2.946 -1.583 -0.042
H -4.927 -2.571 -2.022 0.047
H -3.446 -2.828 -2.221 0.030
O -6.894 -0.608 -8.400 -0.058
H -7.243 -1.265 -7.792 0.039
H -7.622 -0.435 -9.010 0.034
O -3.130 0.459 6.083 -0.054
H -3.506 -0.158 6.716 0.026
H -3.856 0.638 5.480 0.037
O -5.108 -2.395 -5.713 -0.040
H -6.041 -2.620 -5.678 0.036
H -5.086 -1.556 -6.189 0.028
O 1.490 6.331 6.686 -0.050
H 1.139 5.713 7.336 0.052
H 0.750 6.498 6.095 0.052
O -7.162 1.126 -10.443 -0.051
H -7.382 1.033 -11.375 0.051
H -6.262 0.790 -10.380 0.033
O -6.739 1.743 2.682 -0.065
H -6.486 0.933 2.234 0.017
H -5.993 2.338 2.520 0.009
O -6.005 1.517 -0.646 -0.041
H -6.396 0.758 -0.204 0.041
H -6.757 2.079 -0.857 0.056
O 3.631 -4.995 -3.090 -0.045
H 3.382 -5.132 -4.009 0.051
H 4.522 -5.351 -3.032 0.047
O 8.422 -5.075 3.818 -0.045
H 8.070 -5.961 3.951 0.041
H 9.250 -5.076 4.305 0.041
O -5.848 -0.527 6.631 -0.045
H -6.284 -1.238 7.110 0.045
H -6.564 0.070 6.393 0.049
```

Output
Net charge: 0
Gap between HOMO and LUMO (eV): 9.28
HOMO (eV): -9.5
LUMO level (eV): -0.21

=====

(2)
Computed, not measured: a structure of composition C3H7Ag3FNO4 in a non-equilibrium geometry, with wB97M-V/def2-TZVPD.

```
19
Properties=species:S:1:pos:R:3:nbo_charge:R:1
Ag 13.875 -17.024 21.005 1.471
Ag 16.695 -19.141 23.025 1.061
Ag 18.063 -16.631 20.729 1.045
F 16.044 -17.768 21.227 -0.696
C 20.393 -20.471 22.149 -0.579
C 20.027 -18.996 22.442 0.080
C 20.937 -17.892 21.847 -0.556
O 18.756 -18.521 22.150 -0.262
H 19.630 -21.150 22.531 0.285
H 21.400 -20.682 22.510 0.327
H 20.313 -20.677 21.082 0.323
H 20.118 -19.000 23.528 0.407
H 20.962 -18.103 20.778 0.285
H 21.894 -18.135 22.309 0.349
H 20.623 -16.867 22.043 0.263
N 13.401 -19.708 22.372 0.714
O 12.731 -20.649 22.055 0.158
O 14.591 -19.939 22.513 -0.317
O 13.062 -18.561 22.468 -0.356
```

Output
Net charge: +4
Gap between HOMO and LUMO (spin up / spin down) (eV): 10.44 / 5.25
HOMO (spin up / spin down) (eV): -26.9 / -26.8
LUMO level (spin up / spin down) (eV): -16.48 / -21.56
Multiplicity: 5

=====

(3)
Computed, not measured: a structure of composition C3H7AuO2 in a non-equilibrium geometry, with wB97M-V/def2-TZVPD.

```
13
Properties=species:S:1:pos:R:3:nbo_charge:R:1
C 1.794 -0.258 0.095 -0.264
O 0.525 -0.087 -0.496 -0.516
C -0.268 0.858 0.142 -0.135
C -1.551 1.085 -0.601 0.304
O -1.892 0.463 -1.581 -0.014
H 2.299 -1.064 -0.449 0.232
H 2.378 0.675 0.030 0.193
H 1.712 -0.551 1.155 0.183
H 0.227 1.845 0.243 0.247
H -0.544 0.503 1.158 0.254
H -2.284 1.703 -0.039 0.306
H -0.509 -2.852 -0.191 -0.187
Au -1.888 -2.319 0.534 0.397
```

Output
ΔE to the lowest compared entry with this formula, charge and spin (kJ/mol): 53.4
Net charge: +1
Gap between HOMO and LUMO (spin up / spin down) (eV): 4.22 / 5.90
HOMO (spin up / spin down) (eV): -10.5 / -15.1
LUMO level (spin up / spin down) (eV): -6.28 / -9.20
Multiplicity: 4

=====

(4)
Computed, not measured: the molecule C3H7BN2O2 in a non-equilibrium geometry, with wB97M-V/def2-TZVPD.

```
15
Properties=species:S:1:pos:R:3:nbo_charge:R:1
B -0.633 0.649 -1.460 0.907
C 1.431 -1.354 -0.041 -0.014
C -0.965 -0.555 -0.641 -0.158
C -1.164 -0.658 0.736 -0.407
N 1.271 -0.740 1.066 -0.362
N 0.056 -0.268 1.623 -0.478
O 0.442 0.899 -2.211 -0.906
O -1.853 1.467 -1.520 -0.908
H 2.376 -1.650 -0.241 0.152
H -1.884 0.048 1.030 0.265
H -1.268 -1.773 1.078 0.192
H 1.958 -0.516 1.884 0.382
H 0.008 0.719 1.793 0.357
H 0.649 1.715 -2.712 0.508
H -1.687 2.361 -1.639 0.469
```

Output
ΔE to the lowest compared entry with this formula, charge and spin (kJ/mol): 563.2
Net charge: 0
Gap between HOMO and LUMO (eV): 7.93
HOMO (eV): -7.5
LUMO level (eV): 0.38

=====

(5)
Computed, not measured: the molecule C3H7BO in a non-equilibrium geometry, with wB97M-V/def2-TZVPD.

```
12
Properties=species:S:1:pos:R:3:nbo_charge:R:1
B 1.381 -0.210 0.482 0.821
C -0.811 -1.247 -0.045 0.139
C 1.141 1.161 -0.325 -1.028
C -1.953 -1.182 0.532 -0.467
O 0.352 -1.162 0.642 -0.685
H 2.379 -0.330 1.230 -0.093
H 0.956 2.203 0.195 0.262
H -0.683 -1.304 -1.119 0.174
H 1.983 1.370 -1.039 0.242
H 0.276 1.035 -0.914 0.220
H -2.973 -1.045 -0.031 0.213
H -2.030 -0.835 1.518 0.204
```

Output
ΔE to the lowest compared entry with this formula, charge and spin (kJ/mol): 35.9
Net charge: 0
SMILES string: C=COBC
Gap between HOMO and LUMO (eV): 10.38
HOMO (eV): -9.7
LUMO level (eV): 0.69

=====

(6)
Computed, not measured: the molecule C3H7BO2 in a non-equilibrium geometry, with wB97M-V/def2-TZVPD.

```
13
Properties=species:S:1:pos:R:3:nbo_charge:R:1
B 1.181 1.616 0.095 0.422
C 0.372 0.169 0.515 0.071
C -0.315 -0.473 -0.381 -0.117
C -1.171 -1.737 -0.188 -0.661
O 0.362 -0.285 1.808 -0.611
O 0.667 2.247 -1.027 -0.902
H 2.171 2.516 0.219 -0.041
H -0.285 -0.220 -1.427 0.179
H -1.532 -2.027 -1.157 0.226
H -1.775 -1.415 0.593 0.233
H -0.369 -2.409 0.152 0.232
H 0.641 0.296 2.447 0.497
H 0.054 1.725 -1.650 0.474
```

Output
ΔE to the lowest compared entry with this formula, charge and spin (kJ/mol): 187.7
Net charge: 0
Gap between HOMO and LUMO (spin up / spin down) (eV): 5.68 / 7.86
HOMO (spin up / spin down) (eV): -5.1 / -10.2
LUMO level (spin up / spin down) (eV): 0.57 / -2.34
Multiplicity: 3

=====

(7)
Computed, not measured: the molecule C3H7BO2S in a non-equilibrium geometry, with wB97M-V/def2-TZVPD.

```
14
Properties=species:S:1:pos:R:3:nbo_charge:R:1
B -1.633 -0.067 -0.286 0.857
C 0.208 1.307 0.002 -0.156
C 0.920 0.063 -0.509 0.242
C 1.799 -0.755 0.236 -0.694
O -1.210 1.207 -0.203 -0.675
O -0.983 -1.156 -0.299 -0.805
S -3.438 -0.154 0.046 -0.269
H 0.340 1.458 1.066 0.188
H 0.435 2.212 -0.423 0.221
H 0.940 -0.126 -1.553 0.206
H 2.745 -0.305 0.037 0.252
H 1.786 -1.770 -0.085 0.267
H 1.414 -0.625 1.361 0.237
H -3.324 -1.290 0.611 0.131
```

Output
ΔE to the lowest compared entry with this formula, charge and spin (kJ/mol): 251.1
Net charge: 0
Gap between HOMO and LUMO (spin up / spin down) (eV): 7.35 / 7.35
HOMO (spin up / spin down) (eV): -8.6 / -8.6
LUMO level (spin up / spin down) (eV): -1.20 / -1.20

=====

(8)
Computed, not measured: a cluster of 2 separate species, C3H7BO3 in total in a non-equilibrium geometry, with wB97M-V/def2-TZVPD.

```
14
Properties=species:S:1:pos:R:3:nbo_charge:R:1
B -2.047 -0.097 -0.261 1.024
C 1.326 -0.275 0.945 -0.344
C -1.653 -1.590 -0.460 0.125
C 1.190 0.444 -0.125 -0.409
O -1.693 0.645 0.900 -0.870
O -3.118 0.390 -1.002 -0.860
O -2.006 -2.544 0.208 -0.477
H 1.025 -1.300 0.968 0.186
H -1.180 -1.789 -1.396 0.107
H 1.067 0.131 -1.133 0.192
H 1.569 0.114 1.876 0.192
H 1.562 1.474 -0.029 0.186
H -1.980 1.559 0.823 0.472
H -3.216 1.313 -0.724 0.476
```

Output
ΔE to the lowest compared entry with this formula, charge and spin (kJ/mol): 236.5
Net charge: 0
SMILES string: O=CB(O)O.C=C
Gap between HOMO and LUMO (eV): 9.82
HOMO (eV): -9.7
LUMO level (eV): 0.11

=====

(9)
Computed, not measured: a cluster of 2 separate species, C3H7Br2OP in total in a non-equilibrium geometry, with wB97M-V/def2-TZVPD.

```
14
Properties=species:S:1:pos:R:3:nbo_charge:R:1
C 2.149 -1.552 -0.001 -0.979
C -1.832 2.335 -0.201 -0.682
C -0.711 -1.841 -0.102 -0.834
O 0.820 -2.240 -2.400 -1.001
P 0.655 -1.627 -1.101 1.768
Br -2.126 2.983 -1.954 0.012
Br -0.804 -1.189 1.687 0.068
H 2.250 -2.530 0.283 0.257
H 3.042 -1.093 -0.648 0.259
H 2.004 -0.695 0.611 0.260
H -2.738 2.035 0.233 0.215
H -1.382 3.202 0.384 0.228
H -1.554 -1.787 -0.620 0.207
H -1.225 1.366 -0.146 0.223
```

Output
ΔE to the lowest compared entry with this formula, charge and spin (kJ/mol): 341.3
Net charge: 0
Gap between HOMO and LUMO (eV): 8.27
HOMO (eV): -9.0
LUMO level (eV): -0.77

=====

(10)
Computed, not measured: a cluster of 2 separate species, C3H7Br2OP in total in a non-equilibrium geometry, with wB97M-V/def2-TZVPD.

```
14
Properties=species:S:1:pos:R:3:nbo_charge:R:1
C -0.425 -0.352 1.348 -0.659
C 1.149 1.081 -0.043 -0.685
C 0.343 -0.147 0.053 -0.475
O -0.396 -0.235 -2.778 -1.035
P -0.756 -0.422 -1.379 1.677
Br -2.475 0.712 -0.763 -0.189
Br -1.453 -2.532 -1.213 -0.224
H -0.228 -1.261 1.849 0.240
H -0.147 0.500 1.923 0.216
H -1.416 -0.279 1.101 0.225
H 0.637 2.038 -0.099 0.232
H 2.065 1.027 -0.750 0.245
H 1.618 1.197 0.910 0.223
H 1.485 -1.327 -0.160 0.210
```

Output
ΔE to the lowest compared entry with this formula, charge and spin (kJ/mol): 173.1
Net charge: 0
Gap between HOMO and LUMO (eV): 10.53
HOMO (eV): -10.5
LUMO level (eV): 0.00